[1]
Density functional theory data (ωB97M-V/def2-TZVPD) for C30H42HfN4OP2 as an isolated structure.

```
80
Properties=species:S:1:pos:R:3:forces:R:3
Hf -0.007425 -0.457817 -1.812793 1.25 -0.45 3.88
C -1.654516 1.549941 -2.118852 -1.25 -0.43 -2.02
C -1.477901 0.660133 -3.173628 -0.86 2.05 0.50
C -0.396469 0.878840 -4.225217 -0.11 -0.13 -1.06
C 0.978879 0.259076 -3.920779 0.79 0.32 -0.19
C 1.806299 0.697345 -2.702474 -0.42 1.04 0.44
C 1.509027 1.795854 -1.918579 1.56 -1.11 -0.91
C 0.618756 2.914341 -2.311198 -1.14 1.15 0.06
C -0.905230 2.817104 -1.905960 1.00 0.46 1.05
C 0.239654 -2.576128 -1.519876 -0.16 -0.61 0.03
H -2.526485 1.409926 -1.469159 0.26 -0.05 -0.16
H -2.256627 -0.071672 -3.421186 0.02 -0.04 0.26
H -0.314733 1.916901 -4.590862 -0.12 -0.38 0.59
H -0.744322 0.330568 -5.132827 0.34 0.29 0.89
H 0.863551 -0.862557 -3.884250 0.32 0.24 -0.33
H 1.608701 0.405739 -4.819531 -0.19 -0.17 0.64
H 2.692395 0.070787 -2.527768 -0.27 0.23 0.34
H 2.113169 1.956718 -1.019824 -0.11 -0.18 -0.28
H 0.687287 3.181000 -3.378326 0.18 -0.48 0.44
H 0.992342 3.812488 -1.784268 -0.19 -0.43 -0.17
H -0.993117 3.047301 -0.827343 0.07 0.01 -0.46
H -1.390746 3.676542 -2.416332 -0.18 -0.69 0.10
H 0.145891 -2.812831 -0.441413 0.00 0.24 -0.36
H 1.150362 -3.101817 -1.852471 -0.23 0.23 -0.11
H -0.618382 -3.078368 -2.002083 0.11 -0.09 -0.06
P 1.475819 -0.879068 -6.747163 2.20 -0.76 -4.15
P -2.240976 -0.425227 -6.574057 -2.76 0.58 -3.57
N 2.820137 0.188802 -7.167987 -0.11 0.37 1.09
N 2.071791 -2.162875 -7.829286 -0.66 -0.56 0.91
N -2.436121 1.274350 -6.950431 0.27 0.78 0.57
N -3.752699 -0.865968 -7.471164 0.29 -0.97 0.94
C 0.305300 -0.133039 -7.947958 -0.62 0.05 0.06
C -1.084557 -0.820340 -7.966957 0.49 -0.25 0.01
C 3.892131 0.363691 -6.284816 0.24 0.68 -0.82
C 4.888205 1.074619 -6.940405 -0.88 -0.53 0.23
C 4.428006 1.330445 -8.271864 -0.88 -0.57 0.49
C 3.163641 0.777013 -8.382417 0.45 0.38 0.24
C 2.168940 -3.484940 -7.387902 0.30 -0.24 -0.96
C 2.653625 -4.267749 -8.427398 -0.33 0.91 0.52
C 2.874215 -3.397489 -9.550054 -0.54 0.61 1.01
C 2.501629 -2.123328 -9.159245 0.00 -0.56 -0.04
C -2.989914 2.185663 -6.035173 0.87 0.40 -0.76
C -2.831992 3.465268 -6.538212 -0.07 -0.64 0.25
C -2.215982 3.355167 -7.822965 0.07 -1.00 0.03
C -1.999322 2.005691 -8.063947 -0.16 0.82 0.84
C -4.328911 -0.324441 -8.629525 -0.31 -0.63 0.10
C -5.368256 -1.147172 -9.043638 0.94 0.18 0.81
C -5.440100 -2.244578 -8.122728 1.02 0.45 0.61
C -4.438051 -2.053972 -7.174721 -0.65 0.44 -1.06
H 0.730909 -0.237740 -8.961347 -0.14 0.09 0.56
H 0.223237 0.945485 -7.727478 0.01 -0.37 -0.09
H -1.580268 -0.575022 -8.924950 0.02 -0.26 0.60
H -0.979761 -1.924891 -7.928696 0.01 0.45 -0.19
H 3.817221 -0.023098 -5.272465 0.24 0.00 -0.25
H 5.834440 1.368834 -6.521347 0.04 0.00 0.02
H 4.956695 1.849416 -9.057090 -0.04 -0.04 0.09
H 2.486332 0.756214 -9.232215 0.35 0.17 0.38
H 1.875150 -3.720150 -6.370639 0.12 -0.12 -0.25
H 2.820720 -5.331835 -8.396377 0.04 0.04 0.04
H 3.255099 -3.668938 -10.523528 -0.04 0.03 0.11
H 2.519530 -1.201990 -9.729224 0.06 -0.41 0.19
H -3.458219 1.831075 -5.130633 -0.05 0.01 0.00
H -3.121060 4.384595 -6.040111 -0.10 -0.23 -0.18
H -1.964887 4.171492 -8.492350 -0.11 -0.25 0.13
H -1.552123 1.517566 -8.915089 -0.13 0.14 0.08
H -3.976403 0.604637 -9.047943 -0.03 -0.05 0.05
H -6.003839 -0.986379 -9.906682 0.15 0.05 0.22
H -6.134481 -3.072069 -8.154248 0.09 0.11 0.04
H -4.149446 -2.637966 -6.316552 -0.07 -0.08 0.01
C -1.275736 0.485255 2.103872 -0.14 -0.12 0.13
C -0.064617 0.846767 1.257329 -0.42 0.65 0.62
C 1.222894 0.709488 2.034161 0.21 -0.10 0.02
O -0.053305 0.116846 0.018313 -0.23 -0.33 -2.00
H -1.252981 -0.560934 2.452240 0.01 0.37 -0.25
H -2.218740 0.689139 1.575858 0.25 -0.16 0.14
H -1.248068 1.128785 2.997606 -0.10 -0.24 -0.31
H -0.170028 1.909320 0.985913 0.04 -0.19 -0.11
H 1.427538 -0.320184 2.350106 -0.06 0.18 -0.17
H 2.064884 1.110439 1.468540 0.11 -0.16 0.01
H 1.125998 1.323605 2.935134 0.06 -0.12 -0.12
```
Forces are in eV/Å.

As for the total charge: +2. The calculation puts the HOMO-LUMO gap at 4.065 eV.

---

[2]
Density functional theory data (ωB97M-V/def2-TZVPD) for one molecule with the formula C2H3ClNOP.

```
9
Properties=species:S:1:pos:R:3:forces:R:3
C 0.394457 -0.896933 0.743710 -1.57 0.93 1.05
P -0.428543 0.075457 -0.488024 -5.12 0.03 2.14
O -1.950290 -0.103814 -0.442188 3.65 0.50 -0.25
Cl 0.377547 -0.303998 -2.191997 0.95 -0.52 -1.60
C 0.018209 1.766114 -0.255535 -0.33 -1.79 -0.25
N 0.077814 2.892316 -0.182684 0.38 2.48 0.28
H 0.022326 -1.817718 0.394414 -0.38 -1.75 0.07
H 1.420946 -0.894037 0.610751 2.13 0.11 0.00
H 0.067534 -0.717388 1.811553 0.28 0.01 -1.44
```
Forces are in eV/Å.

The calculation puts the HOMO-LUMO gap at 11.697 eV. As for the structure (SMILES): C[P@](=O)(Cl)C#N.

---

[3]
Density functional theory data (ωB97M-V/def2-TZVPD) for one molecule with the formula C6H13NS.

```
21
Properties=species:S:1:pos:R:3:forces:R:3
C 1.872535 -0.522061 1.262131 0.28 0.36 0.31
C 1.785771 -0.223849 -0.218813 0.40 -0.36 -0.68
N 0.655696 0.638476 -0.550764 0.37 0.01 -0.21
C -0.671049 0.122996 -0.332461 -0.34 0.10 0.10
C -1.320549 0.639458 0.945440 -0.77 -0.17 -0.54
S -1.516826 2.446605 0.955394 0.16 -0.08 0.00
C -1.580293 -0.065658 -1.516624 0.09 0.12 0.26
C -1.044540 -1.270237 -0.775197 -0.06 -0.19 -0.11
H 1.023482 -1.119159 1.597157 0.04 0.03 0.05
H 1.909993 0.420295 1.837847 -0.15 -0.37 -0.20
H 2.792871 -1.068626 1.487155 -0.14 -0.06 -0.04
H 1.753471 -1.187697 -0.796906 0.04 0.55 0.44
H 2.712519 0.293537 -0.554614 -0.60 -0.22 0.23
H 0.779784 0.995819 -1.489125 -0.23 0.01 0.09
H -0.774108 0.310529 1.809286 0.34 -0.03 0.43
H -2.346777 0.235096 1.048249 0.48 0.16 -0.14
H -0.235785 2.690705 0.623609 -0.11 0.00 0.04
H -2.622847 0.229726 -1.396503 0.27 -0.16 -0.03
H -1.156913 0.138851 -2.491411 -0.06 0.00 -0.02
H -0.273351 -1.857975 -1.277940 -0.30 0.15 0.17
H -1.743085 -1.846833 -0.165911 0.27 0.16 -0.14
```
Forces are in eV/Å.

The calculation puts the HOMO-LUMO gap at 9.732 eV. As for the structure (SMILES): CCNC1(CS)CC1.

---

[4]
Density functional theory data (ωB97M-V/def2-TZVPD) for one molecule with the formula C13H20N2.

```
35
Properties=species:S:1:pos:R:3:forces:R:3
N 1.714681 -0.548048 -3.338753 -0.24 -0.89 2.12
C 0.537856 -1.150078 -2.696981 1.11 0.63 2.76
C 1.092341 -1.612903 -1.234929 0.83 1.05 -1.38
N 0.535494 -0.879186 -0.107600 -1.42 -3.05 -0.38
C 0.123303 -1.687785 0.986397 -0.47 -1.45 3.86
C -1.238556 -1.288926 1.734821 -0.46 0.96 0.84
C -2.561140 -0.921419 0.957083 2.73 0.42 -0.50
C -2.555665 0.543250 0.595484 0.01 0.50 -0.82
C -1.458922 0.977987 -0.362963 0.52 2.00 -1.18
C -0.117052 1.469680 0.204370 1.62 -5.24 0.14
C 0.138689 2.701143 0.748790 -1.25 -2.23 -2.15
C 1.301732 3.012434 1.295438 2.89 0.44 1.74
C 2.200219 2.001612 1.563999 2.29 -2.01 0.30
C 2.033186 0.633907 1.148736 -0.42 1.08 -1.74
C 0.919604 0.385827 0.302405 -0.94 3.22 1.84
H 1.403312 -0.105406 -4.141332 0.55 0.69 -2.19
H 2.607584 -1.077186 -3.270502 -1.44 0.69 -0.72
H -0.291751 -0.356359 -2.509819 1.53 -1.48 -0.71
H 0.167964 -2.052374 -3.185189 -0.36 0.15 -0.25
H 2.155567 -1.288712 -1.160734 -0.16 -0.72 -0.90
H 1.046936 -2.743472 -1.230167 -0.25 1.39 0.87
H 0.108436 -2.833260 0.879487 -0.20 1.76 -1.01
H 0.897351 -1.663803 1.886033 -1.11 0.30 -1.48
H -1.087021 -0.332449 2.405386 0.13 -2.04 -0.92
H -1.491742 -2.173195 2.363257 0.43 0.72 -0.01
H -2.635714 -1.516965 0.066212 -0.03 -0.36 -0.68
H -3.449021 -1.081256 1.492833 -0.98 -0.61 1.26
H -2.538258 1.176861 1.471264 -0.08 0.11 0.45
H -3.459125 0.767603 0.042221 -0.57 0.07 0.12
H -1.454446 0.248520 -1.184705 0.78 0.01 0.59
H -1.735742 1.883848 -0.921509 -0.85 0.05 0.24
H -0.451746 3.449347 0.418516 -2.44 2.52 -0.41
H 1.498488 4.063314 1.502769 0.27 -0.34 0.25
H 3.201211 2.151074 2.021834 -0.93 0.50 -0.12
H 2.841947 -0.153627 1.257848 -1.10 1.19 0.18
```
Forces are in eV/Å.

The calculation puts the HOMO-LUMO gap at 8.943 eV. As for the structure (SMILES): NCCN1CCCCCc2ccccc21.

---

[5]
Density functional theory data (ωB97M-V/def2-TZVPD) for a 2-piece molecular cluster, C4H8N2O overall.

```
15
Properties=species:S:1:pos:R:3:forces:R:3
C 1.713511 0.899489 0.402950 0.51 -0.18 0.66
C -0.414940 1.687128 -0.594348 -0.55 -0.09 0.11
C -0.699439 -1.554894 1.212517 0.21 -0.33 0.29
C 1.008235 1.327727 -0.689052 -0.21 0.00 -0.80
N 2.300001 0.559100 1.343507 0.06 -0.07 0.17
N 0.084379 -1.742800 -0.943904 0.32 -0.11 0.64
O -0.944425 -1.325870 -0.168836 -0.06 -0.11 -0.89
H -1.020518 0.769492 -0.481260 0.11 0.33 -0.11
H -0.749249 2.210461 -1.487576 -0.03 0.05 0.06
H -0.614446 2.290783 0.291824 -0.02 0.11 -0.03
H 0.347526 -1.817962 1.358992 -0.06 0.06 0.00
H -1.345455 -2.369705 1.547240 0.05 0.06 -0.02
H -0.941465 -0.647406 1.761210 -0.01 0.06 -0.05
H 1.497841 1.290820 -1.648459 0.12 0.02 -0.07
H -0.221557 -1.576364 -1.904805 -0.46 0.20 0.06
```
Forces are in eV/Å.

The calculation puts the HOMO-LUMO gap (alpha / beta) at 9.036 / 8.224 eV.

---

[6]
Density functional theory data (ωB97M-V/def2-TZVPD) for H8O4 as an isolated structure.

```
12
Properties=species:S:1:pos:R:3:forces:R:3
O -0.526288 1.019010 1.187101 -1.29 1.59 5.52
H -0.153358 0.775460 0.339851 -0.51 1.65 1.83
H -0.775758 0.186280 1.587791 -0.49 0.14 0.32
O 1.365102 -1.011000 0.679101 2.86 -3.02 2.60
H 1.706922 -1.721470 0.136311 0.46 -0.50 -0.16
H 1.005192 -1.449740 1.449951 -0.18 0.07 0.55
O -1.692558 0.868980 -1.073209 -5.61 1.65 -1.85
H -0.749258 0.755710 -0.956639 -2.60 0.69 -1.22
H -1.979048 0.065050 -1.506619 -0.19 0.01 -0.23
O 0.216812 0.247620 -0.609119 6.93 -1.64 -7.66
H 0.693872 -0.389260 -0.077119 0.20 -0.92 0.74
H 0.888372 0.653360 -1.157399 0.43 0.29 -0.45
```
Forces are in eV/Å.

The calculation puts the HOMO-LUMO gap at 8.589 eV.

---

[7]
Density functional theory data (ωB97M-V/def2-TZVPD) for C4H10N2O as an isolated structure.

```
17
Properties=species:S:1:pos:R:3:forces:R:3
C -0.331755 -1.255741 -0.706662 1.53 2.89 -0.41
N -3.509834 -0.423428 -0.213469 2.50 1.80 -0.38
C -2.876101 0.401318 0.636968 -1.78 -1.32 -1.64
O -2.017311 1.259938 0.354732 0.96 -0.40 -0.10
C 0.828519 -0.494525 -0.895362 -1.40 0.67 1.58
C 1.125314 0.918840 -0.556158 -3.85 -0.58 -2.46
N 3.067827 0.113601 0.781348 0.46 -1.00 0.92
H -0.161128 -2.255872 -0.456424 -0.19 -1.70 -0.36
H -1.328965 -0.834832 -0.891000 0.23 -0.11 0.62
H -4.407118 -0.778608 -0.002169 -0.78 -0.41 1.11
H -3.126023 0.262359 1.680480 -0.31 0.17 1.00
H 1.712776 -1.069113 -1.129691 0.35 -0.24 -0.22
H 2.246732 0.682854 -0.033361 3.10 -0.34 1.77
H 1.135168 1.589462 -1.452019 1.29 -0.32 0.88
H 0.594222 1.354417 0.296738 -0.24 -0.24 -0.30
H 2.931428 0.379137 1.771889 -0.96 0.37 -0.66
H 4.116250 0.150194 0.814161 -0.91 0.77 -1.37
```
Forces are in eV/Å.

The calculation puts the HOMO-LUMO gap at 3.384 eV.

---

[8]
Density functional theory data (ωB97M-V/def2-TZVPD) for a 5-piece molecular cluster, C8H18Cl8O3S3 overall.

```
40
Properties=species:S:1:pos:R:3:forces:R:3
C 4.148766 -2.237259 -0.902165 -0.71 0.06 0.80
S 5.509968 -1.426324 -0.024009 -0.11 1.55 -0.62
O 5.948271 -0.365221 -0.993338 0.35 -0.59 0.23
C 4.479145 -0.449557 1.120758 -0.73 -0.11 -0.33
H 4.478158 -2.579301 -1.878028 0.27 0.01 0.08
H 3.350932 -1.500633 -1.000005 0.13 0.09 -0.25
H 3.726448 -3.051849 -0.309341 0.24 -0.15 -0.06
H 3.890439 -1.132350 1.734591 -0.01 0.21 0.19
H 3.834091 0.168066 0.488648 -0.20 -0.44 -0.22
H 4.987503 0.321421 1.696985 0.73 -0.65 0.18
C -4.354492 -1.184133 -0.340275 -0.69 0.66 -0.30
S -4.470463 -2.265942 1.096758 0.98 0.44 0.38
O -3.309356 -1.853341 1.961143 -0.72 -0.35 -0.36
C -5.943016 -1.492117 1.770356 -0.56 0.11 0.03
H -5.013419 -1.496636 -1.152941 0.14 -0.34 0.02
H -3.327916 -1.092403 -0.682749 0.06 -0.36 0.14
H -4.707119 -0.189913 -0.058164 0.21 0.03 0.17
H -6.768479 -1.609385 1.064535 0.10 -0.02 -0.11
H -5.771144 -0.430815 1.947187 0.19 -0.03 -0.01
H -6.251979 -1.965281 2.700874 0.29 -0.15 0.01
C 2.395689 3.677490 2.100001 0.69 -0.27 -0.54
S 0.593579 3.504296 2.211190 -0.45 0.55 0.17
O 0.161986 4.227432 3.442725 0.20 -0.26 -0.27
C 0.162638 4.610300 0.815271 2.07 0.58 -0.11
H 2.896126 2.949855 2.740067 -0.45 0.02 0.36
H 2.772430 4.669298 2.349279 -0.44 0.13 0.11
H 2.777136 3.418922 1.106677 -0.42 0.10 -0.17
H -0.837056 5.026603 0.789044 -0.26 -0.63 0.19
H 0.528061 4.163309 -0.111145 -0.66 -0.34 -0.08
H 0.856254 5.455049 0.905601 -0.26 0.17 0.33
C -0.292743 0.880893 -2.271325 0.61 -0.23 -0.23
Cl -0.207019 2.179674 -3.474887 0.08 -0.22 0.07
Cl 1.325242 0.075761 -2.118784 -0.64 0.35 -0.28
Cl -0.689315 1.555638 -0.718077 -0.26 0.05 0.42
Cl -1.496901 -0.312394 -2.772683 0.32 0.34 0.14
C -1.089541 -4.039577 -2.651311 0.29 -0.23 0.37
Cl -1.973442 -3.149378 -3.885912 -0.09 -0.16 -0.02
Cl 0.616267 -3.532156 -2.601578 -0.27 0.04 -0.15
Cl -1.783620 -3.767464 -1.031863 0.02 -0.04 -0.44
Cl -1.152128 -5.760578 -3.063101 -0.04 0.06 0.15
```
Forces are in eV/Å.

The calculation puts the HOMO-LUMO gap at 8.969 eV.